[1]
Computed, not measured: a molecular structure, C5H8N at a distorted geometry, with ωB97M-V/def2-TZVPD.

Each line ends with the natural charge from an NBO analysis.
CARTESIAN COORDINATES (ANGSTROEM)
C: 0.23 0.27 -0.07  -0.389
C: 1.15 1.50 0.22  0.180
C: 0.84 0.60 -1.49  0.185
C: -0.25 -1.13 0.79  0.003
C: -1.61 -1.56 0.82  -0.724
N: 1.48 1.76 -1.10  -0.463
H: -0.74 0.77 -0.16  0.286
H: 1.47 2.02 1.10  0.244
H: 0.87 0.08 -2.42  0.244
H: 0.54 -1.65 1.31  0.204
H: -1.95 -1.63 1.86  0.262
H: -1.68 -2.59 0.45  0.262
H: -2.31 -0.93 0.26  0.233
H: 1.95 2.50 -1.58  0.473

Summary:
Total charge: +1
Energy above the lowest of the compared OMol25 structures with the same formula, charge and spin in kJ/mol: 590.1
HOMO (spin up / spin down) in hartree: -0.5029 / -0.4516

=====

[2]
Computed, not measured: 3 unconnected molecules or ions with the total composition C3H12NO2S at a distorted geometry, with ωB97M-V/def2-TZVPD.

Each line ends with the natural charge from an NBO analysis.
CARTESIAN COORDINATES (ANGSTROEM)
C: 0.12 0.17 0.00  -0.415
C: -0.48 -0.67 1.12  -0.511
S: 0.75 -1.90 1.75  -0.733
C: 0.42 -0.52 -1.32  -0.234
N: 0.84 0.36 -2.39  -0.862
H: 1.02 0.65 0.39  0.205
H: -0.55 1.02 -0.23  0.141
H: -1.35 -1.19 0.71  0.167
H: -0.89 0.03 1.85  0.174
H: -0.44 -1.12 -1.66  0.155
H: 1.15 -1.32 -1.16  0.226
H: 0.30 1.21 -2.50  0.345
H: 1.82 0.55 -2.44  0.357
H: 2.39 -0.18 3.23  0.490
H: 1.28 0.51 3.69  0.469
O: 2.22 0.61 3.74  -0.971
H: -3.31 -0.02 -1.71  0.466
H: -2.17 0.90 -1.45  0.474
O: -3.12 0.91 -1.60  -0.943

Summary:
Total charge: -1
Energy above the lowest of the compared OMol25 structures with the same formula, charge and spin in kJ/mol: 72.5
HOMO in hartree: -0.1085

=====

[3]
Computed, not measured: a molecular structure, C21H18Br9N3O6 at a distorted geometry, with ωB97M-V/def2-TZVPD.

Each line ends with the natural charge from an NBO analysis.
CARTESIAN COORDINATES (ANGSTROEM)
C: 4.23 -1.60 -1.69  -0.453
Br: 2.30 -1.02 -1.62  0.059
Br: 4.82 -2.75 -0.16  0.079
Br: 5.46 -0.16 -2.13  0.113
H: 4.17 -2.28 -2.54  0.219
C: -0.26 -0.38 1.05  -0.456
Br: 0.99 -1.14 2.37  0.063
Br: -1.10 1.30 1.70  0.095
Br: -1.55 -1.73 0.47  0.088
H: 0.30 -0.10 0.16  0.226
C: 1.62 -4.65 1.93  -0.462
Br: 0.13 -4.97 0.81  0.120
Br: 3.24 -5.77 1.38  0.040
Br: 1.20 -5.02 3.82  0.070
H: 1.91 -3.60 1.85  0.227
C: 4.45 2.44 2.74  -0.200
C: 4.62 3.65 2.18  -0.203
C: 3.98 3.89 0.95  -0.218
C: 3.26 2.84 0.31  0.088
C: 3.19 1.60 0.86  -0.233
C: 3.90 1.41 2.08  -0.183
N: 2.68 3.07 -1.07  0.515
O: 1.83 2.26 -1.42  -0.369
O: 3.06 4.04 -1.71  -0.365
H: 4.93 2.25 3.69  0.215
H: 5.13 4.41 2.76  0.225
H: 4.13 4.88 0.53  0.244
H: 2.67 0.75 0.45  0.246
H: 3.88 0.46 2.60  0.222
C: -0.22 6.68 0.75  -0.175
C: -1.30 6.81 -0.11  -0.214
C: -1.86 5.73 -0.78  -0.179
C: -1.29 4.47 -0.64  0.029
C: -0.17 4.32 0.24  -0.200
C: 0.35 5.40 0.92  -0.207
N: -1.70 3.33 -1.47  0.522
O: -2.69 3.44 -2.20  -0.388
O: -1.05 2.31 -1.41  -0.357
H: 0.33 7.56 1.07  0.221
H: -1.73 7.78 -0.27  0.221
H: -2.77 5.84 -1.36  0.249
H: 0.25 3.38 0.55  0.246
H: 1.29 5.30 1.43  0.220
C: -4.67 -4.25 0.08  -0.165
C: -5.97 -4.70 -0.34  -0.207
C: -5.98 -5.57 -1.42  -0.186
C: -4.76 -6.03 -2.02  0.023
C: -3.54 -5.61 -1.54  -0.177
C: -3.50 -4.73 -0.48  -0.224
N: -4.87 -6.96 -3.14  0.533
O: -5.85 -7.09 -3.82  -0.367
O: -3.88 -7.60 -3.39  -0.383
H: -4.59 -3.51 0.87  0.218
H: -6.88 -4.32 0.11  0.230
H: -6.94 -5.86 -1.82  0.243
H: -2.59 -5.89 -1.98  0.248
H: -2.57 -4.28 -0.18  0.214

Summary:
Energy above the lowest of the compared OMol25 structures with the same formula, charge and spin in kJ/mol: 51.0
HOMO in hartree: -0.3721